Molecular formula: H30NO18
Method: DFT, ωB97M-V with the def2-TZVPD basis set

Structure (ORCA input):
```
! RIJCOSX wB97M-V def2-TZVPD def2/J DEFGRID3
* xyz -1 1
N 0.232 -0.077 -0.380
O -0.142 0.400 0.689
O -0.397 0.306 -1.430
O 1.057 -1.075 -0.383
O 0.145 3.227 0.994
H -0.746 2.925 0.994
H 0.059 3.971 1.593
O 1.170 -0.744 3.535
H 1.481 -0.384 4.393
H 0.253 -0.503 3.462
O 2.711 0.133 -2.672
H 3.137 0.826 -3.174
H 1.893 0.445 -2.355
O 3.011 -1.292 1.443
H 2.772 -0.879 0.606
H 2.199 -1.400 1.919
O 0.439 2.523 -3.364
H -0.157 1.998 -2.904
H 0.676 1.981 -4.084
O -0.649 -2.113 -2.937
H -0.678 -1.241 -2.620
H -1.504 -2.231 -3.341
O -2.776 -1.088 -0.067
H -2.271 -1.926 -0.108
H -2.828 -0.823 -0.970
O 1.671 1.746 2.582
H 1.545 0.783 2.668
H 1.085 2.038 1.858
O -2.187 1.898 0.229
H -1.905 1.020 0.028
H -2.907 1.818 0.839
O -1.557 0.987 2.824
H -1.138 1.129 2.007
H -1.251 1.735 3.431
O -1.417 -2.055 2.597
H -2.125 -2.687 2.376
H -1.788 -1.224 2.275
O -3.169 0.004 -2.501
H -3.905 -0.591 -2.752
H -2.622 -0.067 -3.268
O 2.382 -2.860 -2.135
H 2.109 -3.691 -1.803
H 1.975 -2.354 -1.442
O 1.772 2.514 -0.919
H 1.259 2.765 -0.127
H 1.309 2.708 -1.765
O 0.747 -3.226 1.388
H 0.076 -2.843 1.954
H 0.945 -2.498 0.797
*
```

Computed properties:
energy relative to the best compared isomer or geometry (same formula, charge and spin): 86.03 kJ/mol
E_HOMO: -6.6 eV
total energy: -38831.3636 eV
Kohn-Sham gap: 8.6 eV